15
Properties=species:S:1:pos:R:3 method="wB97M-V/def2-TZVPD" multiplicity=1 homo_energy_ev=-8.79 smiles="[H]/N=N/N(C)CC" de_lowest_kj_mol=224.54 gap_ev=9.83
H 3.51728 0.41313 0.05448
N 2.52058 0.65087 0.08041
N 1.86151 -0.42079 0.15786
N 0.53167 -0.38276 -0.14927
C -0.18200 -1.62765 -0.11706
C -0.10995 0.90286 -0.00570
C -1.62514 0.86818 0.04117
H -0.78086 -1.73709 0.79054
H -0.84667 -1.70991 -0.98100
H 0.55778 -2.42564 -0.14460
H 0.25823 1.54421 -0.81605
H 0.32226 1.30932 0.93886
H -2.00053 1.88650 0.11363
H -2.03799 0.42363 -0.86181
H -1.98616 0.30515 0.89854